No. 1
C3H3KLiO3 | ωB97M-V/def2-TZVPD

2S+1   2
<S²>   0.76
ΔE to the lowest compared entry with this formula, charge and spin   110.6 kcal/mol
Frontier orbital gap (spin up / spin down)   0.1501 / 0.1672 Ha
LUMO (spin up / spin down)   -1.3 / -1.3 eV

Geometry (Å):
H: 1.64683 0.84375 -3.35173
C: 0.84475 -1.64247 -2.67911
C: 0.72666 -0.46075 -1.86790
O: 0.80128 -0.64786 -0.54188
C: 0.15156 0.24713 0.37170
O: -0.41848 1.19715 -0.16094
O: 1.25122 -1.54137 -3.87530
H: 0.93978 -2.60440 -2.14506
H: 0.07007 0.34078 -2.22637
K: -1.41445 1.87852 2.87799
Li: 1.89555 -0.20658 -4.98110



No. 2
C4H6ClF | ωB97M-V/def2-TZVPD

ΔE to the lowest compared entry with this formula, charge and spin   17.7 kcal/mol
Frontier orbital gap   0.4209 Ha
LUMO   1.0 eV
SMILES   F[C@H](Cl)C1CC1

Geometry (Å):
C: 0.78310 0.53066 1.06371
C: 0.46606 0.08671 -0.28344
C: -0.44939 -1.08979 -0.69014
C: -0.94193 0.30197 -0.82699
H: 0.89251 1.63675 1.06540
H: 1.30847 0.41545 -0.96990
H: -0.68571 -1.63644 0.26481
H: -0.23420 -1.78859 -1.43324
H: -1.60481 0.69064 -0.00624
H: -1.08072 0.69256 -1.81865
F: 2.02784 0.10837 1.43449
Cl: -0.48122 0.05173 2.20020



No. 3
C9H17ClInO2 | ωB97M-V/def2-TZVPD

Charge   -1
Frontier orbital gap   0.2359 Ha
LUMO   2.9 eV

Geometry (Å):
C: 3.75253 -1.50338 0.23947
C: 3.09819 -1.59414 -0.98767
C: 2.50012 -0.33606 -1.56901
In: 0.73063 0.13010 -0.20407
C: -0.80340 1.42524 -1.20892
C: -2.22779 1.19303 -0.55736
C: -2.85833 -0.05463 -1.24959
O: -3.72069 -0.82322 -0.41999
C: -3.03839 -1.54568 0.58557
C: 1.57004 1.01348 1.70033
C: 0.50970 1.51462 2.62966
O: -0.40688 0.90281 3.00655
Cl: 0.66660 3.25516 3.18344
H: 4.70083 -0.96377 0.33769
H: 3.28178 -1.97531 1.11392
H: 2.98727 -2.54980 -1.52006
H: 2.16955 -0.56946 -2.60107
H: 3.21660 0.50680 -1.51375
H: -0.03237 -1.45755 0.11926
H: -0.84374 1.18298 -2.28924
H: -0.54637 2.49764 -1.13975
H: -2.84252 2.09900 -0.68350
H: -2.09359 1.03204 0.52440
H: -3.49364 0.35165 -2.05960
H: -2.06982 -0.64211 -1.75346
H: -2.74053 -2.56555 0.28307
H: -3.73836 -1.64497 1.43740
H: -2.14817 -1.03797 0.98151
H: 2.19537 1.87728 1.41677
H: 2.22539 0.28175 2.19798



No. 4
C5H9BBrNO6S | ωB97M-V/def2-TZVPD

ΔE to the lowest compared entry with this formula, charge and spin   142.0 kcal/mol
Frontier orbital gap   0.3409 Ha
LUMO   -0.9 eV
SMILES   [H]/N=C/C[C@](OC(=O)Br)(B(O)O)S(C)(=O)=O

Geometry (Å):
C: -1.06261 0.37435 -2.52583
S: -0.70287 -1.01735 -1.26780
O: 0.40458 -1.89649 -1.97198
O: -1.92902 -1.98038 -1.11529
C: -0.00095 -0.39770 0.34975
C: 1.53419 0.17108 -0.00318
C: 1.74922 1.74806 0.48811
N: 2.41865 2.63389 -0.35282
O: -0.70553 0.73809 0.95654
C: -2.16479 0.62374 0.87178
O: -2.92258 -0.39609 1.27376
Br: -3.17622 2.22566 0.11531
B: 0.27160 -1.65984 1.42381
O: 1.07584 -1.45428 2.67363
O: -0.26914 -3.02509 1.21276
H: -1.99385 0.02419 -3.15691
H: -0.10208 0.58357 -3.20145
H: -1.29916 1.38431 -1.98262
H: 1.77116 0.16548 -1.14885
H: 2.36898 -0.48231 0.54736
H: 1.39124 2.18098 1.51537
H: 2.47795 3.58810 0.09983
H: 0.94903 -0.48593 2.96456
H: -0.67330 -3.30781 2.10691



No. 5
C2H2F3N2 | ωB97M-V/def2-TZVPD

Charge   +1
ΔE to the lowest compared entry with this formula, charge and spin   62.8 kcal/mol
Frontier orbital gap (spin up / spin down)   0.2088 / 0.2066 Ha
LUMO (spin up / spin down)   -7.7 / -7.8 eV

Geometry (Å):
C: -0.62728 -0.92296 0.60096
C: 0.81350 1.76960 -0.44992
N: -0.38268 -3.11597 -0.44799
N: -0.45946 -2.12027 0.05103
F: 1.27699 0.90046 -1.21472
F: 1.62797 2.52241 0.22016
F: -0.34571 2.22456 -0.66309
H: -0.51622 -0.87240 1.65640
H: -1.38711 -0.38542 0.24717



No. 6
BrFHOP | ωB97M-V/def2-TZVPD

ΔE to the lowest compared entry with this formula, charge and spin   6.6 kcal/mol
Frontier orbital gap   0.3967 Ha
LUMO   0.3 eV
SMILES   OP(F)Br

Geometry (Å):
O: 0.35325 -0.05878 -0.67726
F: 1.25186 1.79397 0.71617
P: 1.68658 1.09299 -0.63525
Br: 3.12599 -0.43195 0.05931
H: 0.06394 0.13416 -1.55202